1.
Entry from OMol25: C32H44N7O2S2Sc as an isolated structure (ωB97M-V/def2-TZVPD).

Cartesian coordinates (Å):
Sc (-0.522, -0.812, -0.005)
C (0.286, 3.413, 0.303)
C (1.367, 2.456, -0.177)
C (1.058, 1.706, -1.476)
N (0.965, 0.255, -1.301)
C (1.340, -0.463, -2.340)
C (1.495, 0.074, -3.646)
C (2.163, -0.387, -4.765)
C (2.934, -1.526, -4.932)
C (3.049, -2.530, -3.982)
C (2.379, -2.707, -2.788)
C (1.405, -1.925, -2.113)
N (0.608, -2.373, -1.165)
C (0.209, -3.776, -1.262)
C (-1.027, -3.850, -2.153)
C (-2.227, -3.096, -1.580)
N (-2.073, -1.670, -1.301)
C (-2.416, -0.804, -2.243)
C (-2.604, -1.154, -3.597)
C (-3.193, -0.469, -4.651)
C (-3.888, 0.723, -4.665)
C (-4.084, 1.530, -3.547)
C (-3.514, 1.473, -2.295)
C (-2.510, 0.605, -1.765)
N (-1.762, 0.914, -0.739)
C (-1.985, 2.235, -0.152)
C (-0.964, 2.738, 0.863)
H (0.005, 4.095, -0.509)
H (0.712, 4.047, 1.086)
H (1.584, 1.721, 0.596)
H (2.295, 3.018, -0.318)
H (1.857, 1.913, -2.190)
H (0.139, 2.096, -1.931)
H (0.990, 1.022, -3.785)
H (2.096, 0.273, -5.624)
H (3.474, -1.642, -5.863)
H (3.737, -3.334, -4.225)
H (2.621, -3.629, -2.274)
H (-0.032, -4.169, -0.279)
H (0.994, -4.413, -1.664)
H (-1.326, -4.897, -2.274)
H (-0.761, -3.482, -3.147)
H (-2.491, -3.578, -0.635)
H (-3.087, -3.231, -2.244)
H (-2.219, -2.129, -3.859)
H (-3.138, -0.994, -5.600)
H (-4.350, 1.030, -5.595)
H (-4.769, 2.363, -3.682)
H (-3.839, 2.249, -1.616)
H (-2.966, 2.219, 0.338)
H (-2.058, 2.981, -0.953)
H (-0.668, 1.943, 1.546)
H (-1.493, 3.465, 1.485)
C (-3.677, -0.363, 2.756)
O (-2.680, -0.463, 1.737)
C (-1.355, -0.247, 2.110)
O (-1.159, -0.005, 3.287)
H (-4.638, -0.304, 2.249)
H (-3.515, 0.520, 3.372)
H (-3.656, -1.240, 3.407)
S (-0.190, -4.569, 3.235)
C (-1.832, -4.271, 2.864)
C (-1.916, -3.301, 1.924)
N (-0.707, -2.798, 1.492)
C (0.279, -3.389, 2.109)
H (-2.637, -4.801, 3.346)
H (-2.826, -2.899, 1.507)
H (1.317, -3.147, 1.937)
C (0.797, 3.079, 4.653)
C (1.570, 1.772, 4.709)
N (1.490, 1.036, 3.450)
C (2.482, 0.565, 2.702)
S (2.253, -0.758, 1.661)
N (3.721, 1.127, 2.772)
C (3.987, 2.568, 2.812)
C (5.108, 2.920, 3.773)
H (0.853, 3.608, 5.606)
H (-0.252, 2.881, 4.432)
H (1.180, 3.734, 3.869)
H (1.137, 1.126, 5.477)
H (2.611, 1.916, 4.988)
H (0.589, 0.565, 3.308)
H (4.375, 0.606, 2.211)
H (3.075, 3.089, 3.080)
H (4.234, 2.900, 1.800)
H (4.869, 2.594, 4.787)
H (5.275, 3.999, 3.783)
H (6.044, 2.440, 3.481)

The highest occupied orbital energy comes out at -0.239 Ha. The calculation puts the energy at -3336.70335 Eh. The value obtained for the energy above the lowest of the compared OMol25 structures with the same formula, charge and spin is 91.6 kJ/mol. Its LUMO energy is 0.52 eV. The orbital gap is 7.02 eV.

=====

2.
Entry from OMol25: a 7-piece molecular cluster, C32H44NO16 overall at a distorted geometry (ωB97M-V/def2-TZVPD).

Cartesian coordinates (Å):
C (-0.157, -3.052, -0.153)
N (-0.575, -1.823, 0.499)
C (0.436, -1.299, 1.322)
C (-0.843, -0.897, -0.682)
C (-1.873, -2.151, 1.193)
C (-2.473, -0.985, 2.111)
O (-3.740, -1.279, 2.655)
H (0.601, -3.049, -0.705)
H (-0.975, -3.283, -1.012)
H (0.278, -3.967, 0.442)
H (1.354, -1.572, 1.071)
H (0.396, -1.720, 2.340)
H (0.474, -0.146, 1.361)
H (0.058, -0.685, -1.219)
H (-1.244, 0.049, -0.105)
H (-1.650, -1.327, -1.325)
H (-1.740, -3.037, 1.937)
H (-2.579, -2.324, 0.432)
H (-2.458, -0.066, 1.590)
H (-1.891, -0.863, 2.950)
H (-4.480, -1.305, 1.918)
C (-3.484, -0.070, 6.034)
C (-2.524, -1.351, 5.844)
C (-2.941, -2.658, 5.800)
O (-2.213, -3.564, 5.759)
C (-4.366, -2.945, 5.951)
C (-5.410, -1.631, 6.156)
C (-4.861, -0.352, 6.374)
O (-5.636, 0.626, 6.552)
O (-6.817, -1.729, 5.977)
O (-1.166, -1.087, 5.723)
H (-3.019, 0.902, 6.140)
H (-4.685, -4.042, 5.738)
H (-7.066, -2.559, 5.696)
H (-0.772, -1.893, 5.594)
C (4.796, -1.106, -1.101)
C (6.158, -0.384, -0.837)
C (6.291, 1.009, -1.157)
O (7.362, 1.573, -0.844)
C (5.142, 1.768, -1.606)
C (3.785, 1.000, -1.796)
C (3.713, -0.433, -1.452)
O (2.576, -1.006, -1.615)
O (2.757, 1.638, -2.446)
O (7.282, -1.232, -0.548)
H (4.947, -2.147, -1.095)
H (5.093, 2.876, -1.734)
H (3.010, 2.561, -2.648)
H (8.152, -0.676, -0.412)
C (-1.501, 1.350, -3.641)
C (-0.118, 1.235, -4.186)
C (0.443, 2.275, -5.048)
O (1.601, 2.195, -5.559)
C (-0.377, 3.465, -5.279)
C (-1.738, 3.624, -4.570)
C (-2.375, 2.474, -3.781)
O (-3.448, 2.576, -3.213)
O (-2.371, 4.813, -4.533)
O (0.715, 0.142, -3.977)
H (-1.885, 0.443, -3.296)
H (-0.051, 4.320, -5.780)
H (-1.791, 5.455, -5.175)
H (1.656, 0.231, -4.173)
C (1.444, 3.308, 1.138)
C (0.089, 2.857, 0.640)
O (-0.708, 2.255, 1.402)
C (-0.154, 3.093, -0.870)
H (2.260, 3.121, 0.254)
H (1.700, 2.862, 2.053)
H (1.323, 4.588, 1.269)
H (0.429, 2.497, -1.430)
H (0.320, 4.108, -1.272)
H (-1.195, 2.848, -0.832)
C (-2.577, -2.626, -3.927)
C (-3.692, -2.009, -4.578)
O (-4.842, -2.345, -4.265)
C (-3.461, -0.824, -5.537)
H (-2.874, -2.784, -2.851)
H (-1.799, -1.793, -3.943)
H (-2.320, -3.472, -4.486)
H (-3.686, 0.262, -5.183)
H (-4.183, -0.909, -6.472)
H (-2.456, -0.578, -5.873)
C (4.581, -1.096, 2.484)
C (3.798, 0.384, 2.585)
O (2.564, 0.391, 2.355)
C (4.682, 1.609, 2.884)
H (4.921, -1.338, 1.532)
H (4.030, -1.992, 2.717)
H (5.421, -1.197, 2.982)
H (5.543, 1.351, 2.977)
H (4.424, 2.292, 3.782)
H (4.627, 2.264, 1.973)

The highest occupied orbital energy comes out at -0.380 Ha. The calculation puts the energy at -2503.42280 Eh. The value obtained for the energy above the lowest of the compared OMol25 structures with the same formula, charge and spin is 407.8 kJ/mol. Its LUMO energy is -5.33 eV. The total charge is +1. The orbital gap is 5.00 eV.

=====

3.
Entry from OMol25: a 9-piece molecular cluster, C32H45F8N5O26 overall at a distorted geometry (ωB97M-V/def2-TZVPD).

Cartesian coordinates (Å):
C (-4.419, -1.812, -0.458)
C (-3.054, -2.465, -0.600)
O (-2.154, -1.456, -1.040)
C (-0.863, -1.887, -1.176)
O (-0.501, -2.531, -2.168)
N (0.006, -1.469, -0.124)
C (0.958, -2.528, 0.228)
C (0.757, -3.263, 1.577)
C (-0.206, -2.658, 2.574)
N (0.313, -1.409, 3.147)
C (0.696, -0.225, -0.564)
C (0.037, 1.120, -0.244)
N (-1.160, 1.334, -1.018)
N (0.984, 2.177, -0.659)
N (-0.258, 1.261, 1.173)
H (-5.106, -2.442, 0.095)
H (-4.272, -0.882, 0.090)
H (-4.809, -1.552, -1.438)
H (-3.110, -3.283, -1.314)
H (-2.764, -2.882, 0.366)
H (0.962, -3.287, -0.551)
H (1.971, -2.131, 0.232)
H (0.483, -4.301, 1.391)
H (1.723, -3.293, 2.085)
H (-1.208, -2.554, 2.160)
H (-0.297, -3.369, 3.396)
H (0.908, -0.971, 2.459)
H (-0.458, -0.783, 3.321)
H (0.756, -0.229, -1.655)
H (1.716, -0.213, -0.195)
H (-1.154, 2.221, -1.495)
H (-1.997, 1.204, -0.478)
H (1.900, 1.972, -0.274)
H (1.018, 2.149, -1.672)
H (0.595, 1.164, 1.713)
H (-0.539, 2.227, 1.292)
O (-1.691, 4.603, -3.180)
C (-0.612, 4.745, -3.638)
O (0.364, 3.802, -3.620)
C (1.470, 4.284, -4.389)
C (1.252, 5.781, -4.349)
F (1.669, 6.388, -5.488)
O (-0.160, 5.871, -4.254)
H (1.401, 3.898, -5.407)
H (2.412, 3.972, -3.946)
H (1.700, 6.287, -3.497)
O (3.608, 1.312, 0.860)
C (4.408, 2.172, 0.676)
O (4.159, 3.356, 0.094)
C (5.346, 4.176, 0.188)
C (6.423, 3.116, 0.355)
F (7.459, 3.484, 1.141)
O (5.716, 2.076, 1.017)
H (5.263, 4.822, 1.057)
H (5.453, 4.789, -0.699)
H (6.820, 2.728, -0.584)
O (7.419, 6.162, 0.065)
C (8.351, 6.758, 0.487)
O (9.322, 7.313, -0.270)
C (10.191, 8.065, 0.590)
C (9.943, 7.407, 1.931)
F (10.040, 8.280, 2.959)
O (8.596, 6.975, 1.805)
H (9.879, 9.109, 0.601)
H (11.221, 7.996, 0.254)
H (10.575, 6.543, 2.140)
O (-8.067, -0.173, 0.132)
C (-8.278, -0.970, -0.714)
O (-7.361, -1.415, -1.606)
C (-7.956, -2.474, -2.372)
C (-9.431, -2.174, -2.220)
F (-10.195, -3.293, -2.219)
O (-9.484, -1.563, -0.944)
H (-7.700, -3.435, -1.931)
H (-7.612, -2.441, -3.402)
H (-9.832, -1.481, -2.962)
O (-2.139, -5.221, 2.662)
C (-1.341, -5.945, 3.151)
O (-0.919, -7.103, 2.598)
C (0.142, -7.626, 3.409)
C (-0.129, -6.960, 4.742)
F (1.005, -6.703, 5.431)
O (-0.731, -5.738, 4.346)
H (1.103, -7.310, 3.001)
H (0.100, -8.710, 3.446)
H (-0.819, -7.504, 5.390)
O (-3.357, -6.295, -6.521)
C (-3.090, -6.156, -5.379)
O (-1.838, -6.176, -4.863)
C (-1.914, -5.828, -3.474)
C (-3.349, -6.184, -3.146)
F (-3.870, -5.363, -2.202)
O (-4.003, -5.962, -4.381)
H (-1.732, -4.758, -3.351)
H (-1.185, -6.388, -2.896)
H (-3.506, -7.219, -2.838)
O (3.255, 8.194, -2.246)
C (3.661, 8.340, -1.146)
O (3.425, 9.415, -0.364)
C (3.955, 9.151, 0.940)
C (5.001, 8.095, 0.642)
F (5.131, 7.209, 1.658)
O (4.447, 7.443, -0.485)
H (3.168, 8.755, 1.582)
H (4.364, 10.055, 1.380)
H (5.983, 8.489, 0.382)
O (-7.659, -5.438, 1.235)
C (-6.968, -5.503, 2.191)
O (-6.961, -4.607, 3.204)
C (-6.102, -5.104, 4.237)
C (-5.204, -6.044, 3.463)
F (-4.813, -7.113, 4.210)
O (-6.059, -6.489, 2.425)
H (-6.696, -5.641, 4.979)
H (-5.566, -4.292, 4.718)
H (-4.323, -5.573, 3.032)

The structure (SMILES) is CCOC(=O)N(CCCN)CC(N)(N)N.O=C1OC[C@@H](F)O1.O=C1OC[C@@H](F)O1.O=C1OC[C@@H](F)O1.O=C1OC[C@@H](F)O1.O=C1OC[C@@H](F)O1.O=C1OC[C@@H](F)O1.O=C1OC[C@@H](F)O1.O=C1OC[C@@H](F)O1. The highest occupied orbital energy comes out at -0.314 Ha. The calculation puts the energy at -4275.40698 Eh. Its LUMO energy is 0.00 eV. The orbital gap is 8.55 eV.

=====

- Which value of orbital gap does entry 2 give?
  5.00 eV